A | {"formula": "C2H3N3O", "method": "ωB97M-V/def2-TZVPD", "elements": ["C", "C", "N", "N", "N", "O", "H", "H", "H"], "coordinates": [[0.90, 0.54, -0.78], [-0.72, 0.09, 0.83], [2.09, 1.02, -0.35], [2.08, -0.23, -0.52], [-1.37, -1.06, 0.76], [-1.98, 0.06, 0.23], [0.59, 0.64, -1.80], [-0.50, 0.52, 1.79], [-1.09, -1.58, -0.16]], "lumo_energy_ev": [-0.18, -0.18], "total_charge": 0}

---

B | {"formula": "C2H3N3O", "method": "ωB97M-V/def2-TZVPD", "elements": ["O", "C", "N", "C", "N", "N", "H", "H", "H"], "coordinates": [[0.02, 1.93, 1.15], [0.18, 0.79, 0.43], [0.42, 0.73, -0.94], [0.26, -0.56, -1.20], [-0.11, -1.22, -0.04], [-0.10, -0.36, 0.99], [-0.90, 1.91, 1.48], [0.31, -1.05, -2.19], [-0.09, -2.18, 0.32]], "lumo_energy_ev": 0.90, "total_charge": 0}

---

Computed energies relative to the best structure, in eV: A 7.957; B 0.000

---

A | {"formula": "C5H9N2P", "method": "ωB97M-V/def2-TZVPD", "elements": ["C", "C", "C", "C", "C", "N", "N", "P", "H", "H", "H", "H", "H", "H", "H", "H", "H"], "coordinates": [[1.16, 0.91, 0.14], [0.65, -0.40, 0.15], [0.22, 2.10, 0.00], [-2.15, -1.50, -0.48], [-1.45, -0.68, 0.51], [2.44, 0.94, -0.01], [2.91, -0.30, -0.05], [1.80, -1.60, 0.06], [0.77, 3.07, 0.00], [-0.20, 1.99, 1.04], [-0.49, 2.15, -0.83], [-1.92, -2.54, -0.23], [-1.63, -1.38, -1.48], [-3.22, -1.51, -0.70], [-1.32, -1.18, 1.39], [-1.56, 0.41, 0.56], [3.99, -0.49, -0.08]], "lumo_energy_ev": 0.88, "total_charge": 0}

---

B | {"formula": "C5H9N2P", "method": "ωB97M-V/def2-TZVPD", "elements": ["N", "P", "C", "C", "C", "C", "N", "C", "H", "H", "H", "H", "H", "H", "H", "H", "H"], "coordinates": [[-2.07, 2.73, -0.51], [-1.05, 1.26, -0.26], [0.05, -0.26, -0.06], [1.43, -0.13, 0.11], [2.16, -1.29, 0.33], [1.53, -2.52, 0.35], [0.22, -2.67, 0.14], [-0.47, -1.55, -0.06], [-1.53, 3.51, -0.14], [-2.86, 2.65, 0.12], [-1.16, 1.35, 1.16], [-0.01, 1.91, -0.96], [-1.97, 0.50, -1.01], [1.91, 0.83, 0.09], [3.23, -1.24, 0.46], [2.11, -3.43, 0.47], [-1.53, -1.67, -0.23]], "lumo_energy_ev": 0.89, "total_charge": 0}

---

C | {"formula": "C5H9N2P", "method": "ωB97M-V/def2-TZVPD", "elements": ["C", "C", "C", "C", "C", "N", "N", "P", "H", "H", "H", "H", "H", "H", "H", "H", "H"], "coordinates": [[-1.20, -0.79, -0.43], [-0.88, 0.31, -1.21], [0.69, -0.24, 0.79], [-0.58, -2.19, 1.50], [0.66, 2.19, -1.34], [-0.37, -1.05, 0.65], [0.12, 0.94, -0.81], [1.52, 0.76, 1.85], [-1.89, -1.53, -0.92], [-1.51, 0.55, -2.14], [-0.29, -3.11, 0.94], [0.10, -2.05, 2.34], [-1.53, -2.09, 2.03], [0.89, 2.07, -2.48], [-0.02, 3.03, -1.25], [1.58, 2.45, -0.71], [2.71, 0.76, 1.19]], "lumo_energy_ev": [0.43, 0.43], "total_charge": 0}

---

Computed energies relative to the best structure, in eV: A 1.584; B 0.000; C 3.008

---

A | {"formula": "C6H14NO", "method": "ωB97M-V/def2-TZVPD", "elements": ["C", "O", "C", "C", "C", "C", "C", "N", "H", "H", "H", "H", "H", "H", "H", "H", "H", "H", "H", "H", "H", "H"], "coordinates": [[-2.43, 0.03, 0.12], [-2.65, 0.14, 1.42], [-1.10, -0.73, -0.38], [0.17, 0.12, 0.06], [0.22, 0.29, 1.57], [1.51, -0.31, -0.56], [2.57, 0.71, -0.03], [-0.93, -0.85, -1.85], [-3.23, -0.43, -0.51], [-2.23, 1.07, -0.29], [-1.03, -1.65, 0.23], [-0.01, 1.03, -0.53], [0.65, -0.55, 2.13], [0.65, 1.24, 1.90], [-0.82, 0.26, 1.91], [1.52, -0.29, -1.64], [1.86, -1.30, -0.24], [2.99, 0.34, 0.90], [2.04, 1.66, -0.01], [3.43, 0.90, -0.68], [-1.57, -0.10, -2.15], [-1.60, -1.57, -1.37]], "lumo_energy_ev": 3.92, "total_charge": -1}

---

B | {"formula": "C6H14NO", "method": "ωB97M-V/def2-TZVPD", "elements": ["C", "O", "C", "N", "H", "H", "H", "H", "H", "H", "C", "C", "C", "C", "H", "H", "H", "H", "H", "H", "H", "H"], "coordinates": [[1.65, 1.04, -0.54], [0.99, 1.43, 0.59], [1.95, -0.47, -0.44], [2.57, -1.06, -1.64], [1.03, 1.15, -1.48], [2.58, 1.64, -0.68], [2.51, -0.61, 0.50], [0.98, -0.93, -0.20], [3.50, -0.66, -1.76], [2.65, -2.06, -1.57], [-1.88, -0.34, 0.02], [-1.33, 0.47, 0.95], [-1.69, 1.89, 1.18], [-1.83, -1.82, 0.12], [-2.37, 0.14, -0.83], [-0.64, -0.03, 1.63], [-2.58, 2.04, 1.81], [-0.85, 2.39, 1.68], [-1.89, 2.45, 0.26], [-1.14, -2.15, 0.91], [-1.39, -2.24, -0.80], [-2.81, -2.28, 0.27]], "lumo_energy_ev": 3.99, "total_charge": -1}

---

C | {"formula": "C6H14NO", "method": "ωB97M-V/def2-TZVPD", "elements": ["C", "C", "N", "C", "C", "C", "C", "O", "H", "H", "H", "H", "H", "H", "H", "H", "H", "H", "H", "H", "H", "H"], "coordinates": [[-4.63, -1.04, -0.53], [-3.29, -0.25, -0.49], [-2.32, -1.03, 0.18], [-1.10, -0.31, 0.33], [4.59, 0.23, -0.24], [3.45, 0.32, 0.74], [2.35, 1.28, 0.59], [1.46, 1.54, 1.38], [-5.03, -1.10, 0.48], [-4.40, -1.96, -1.06], [-5.38, -0.50, -1.13], [-3.49, 0.68, 0.11], [-3.11, 0.01, -1.57], [-1.23, 0.78, 0.55], [-0.47, -0.34, -0.59], [-0.51, -0.74, 1.15], [4.64, 1.06, -0.94], [4.57, -0.66, -0.87], [5.50, 0.18, 0.37], [3.48, -0.27, 1.65], [2.55, 2.04, -0.19], [2.37, 0.10, 0.11]], "lumo_energy_ev": 2.89, "total_charge": -1}

---

D | {"formula": "C6H14NO", "method": "ωB97M-V/def2-TZVPD", "elements": ["C", "N", "C", "O", "H", "H", "H", "H", "H", "H", "C", "C", "C", "C", "H", "H", "H", "H", "H", "H", "H", "H"], "coordinates": [[2.44, -0.29, -1.38], [1.85, 0.76, -2.19], [0.44, 1.04, -1.74], [0.28, 1.36, -0.46], [2.22, -0.16, -0.31], [3.52, -0.32, -1.53], [2.04, -1.27, -1.69], [2.36, 1.62, -1.97], [-0.11, 0.11, -2.05], [0.10, 1.82, -2.47], [-1.27, -0.51, 2.12], [-1.40, -0.88, 0.86], [-1.83, -2.24, 0.42], [-0.76, 0.85, 2.52], [-1.50, -1.20, 2.93], [-1.13, -0.13, 0.11], [-2.74, -2.21, -0.18], [-1.07, -2.71, -0.20], [-2.01, -2.89, 1.28], [-0.25, 1.30, 1.66], [-0.03, 0.78, 3.34], [-1.58, 1.50, 2.84]], "lumo_energy_ev": 3.95, "total_charge": -1}

---

Computed energies relative to the best structure, in eV: A 1.872; B 0.716; C 3.566; D 0.000

---

A | {"formula": "C6H14NO", "method": "ωB97M-V/def2-TZVPD", "elements": ["C", "C", "N", "C", "C", "C", "C", "O", "H", "H", "H", "H", "H", "H", "H", "H", "H", "H", "H", "H", "H", "H"], "coordinates": [[4.07, 0.46, 0.06], [2.55, 0.50, 0.26], [1.99, -0.78, 0.55], [0.58, -0.65, 0.74], [-0.26, -1.37, -0.36], [-3.42, 0.18, -1.00], [-3.97, 0.72, 0.27], [-4.80, 0.27, 1.04], [4.43, 1.49, 0.15], [4.47, -0.16, 0.86], [4.29, 0.05, -0.91], [2.10, 0.93, -0.67], [2.33, 1.28, 1.03], [0.25, -1.03, 1.74], [0.26, 0.42, 0.80], [-1.20, -0.84, -0.50], [-0.30, -2.45, -0.27], [0.33, -1.10, -1.25], [-4.12, -0.56, -1.38], [-3.04, 0.97, -1.62], [-2.91, -0.11, -0.02], [-3.63, 1.75, 0.47]], "lumo_energy_ev": 3.20, "total_charge": -1}

---

B | {"formula": "C6H14NO", "method": "ωB97M-V/def2-TZVPD", "elements": ["C", "C", "N", "C", "C", "C", "C", "O", "H", "H", "H", "H", "H", "H", "H", "H", "H", "H", "H", "H", "H", "H"], "coordinates": [[-5.05, -0.30, -0.22], [-3.57, -0.61, 0.03], [-2.78, 0.55, 0.04], [-1.37, 0.24, 0.02], [4.61, 1.14, -0.30], [3.30, 0.50, 0.15], [3.28, -0.82, 0.66], [2.32, -1.44, 1.07], [-5.20, 0.60, 0.40], [-5.12, 0.21, -1.19], [-5.67, -1.13, 0.11], [-3.47, -1.30, 0.92], [-3.23, -1.32, -0.79], [-0.93, 0.06, 1.02], [-1.25, -0.74, -0.49], [-0.88, 1.04, -0.56], [5.34, 0.32, -0.30], [4.59, 1.43, -1.35], [4.99, 1.91, 0.37], [2.44, 1.15, 0.16], [4.30, -1.15, 0.94], [3.32, -0.34, -0.67]], "lumo_energy_ev": 2.71, "total_charge": -1}

---

C | {"formula": "C6H14NO", "method": "ωB97M-V/def2-TZVPD", "elements": ["C", "N", "C", "C", "C", "C", "C", "O", "H", "H", "H", "H", "H", "H", "H", "H", "H", "H", "H", "H", "H", "H"], "coordinates": [[1.17, -1.45, 2.77], [2.15, -2.18, 2.20], [-1.09, 0.78, -0.15], [0.05, 0.03, -0.85], [1.43, 0.63, -0.76], [0.04, -1.52, -0.77], [-1.94, 1.78, -1.05], [-1.29, 1.97, -2.23], [0.09, -1.79, 2.67], [1.28, -0.71, 3.48], [0.28, 0.01, 2.00], [-1.70, 0.13, 0.33], [-0.70, 1.47, 0.66], [-0.34, 0.19, -1.92], [1.47, 1.63, -0.51], [2.05, 0.10, 0.04], [1.92, 0.39, -1.78], [0.77, -1.97, -1.54], [0.40, -1.61, 0.20], [-0.97, -1.95, -1.06], [-2.95, 1.38, -1.29], [-2.10, 2.68, -0.44]], "lumo_energy_ev": 0.60, "total_charge": -1}

---

D | {"formula": "C6H14NO", "method": "ωB97M-V/def2-TZVPD", "elements": ["C", "N", "C", "C", "C", "C", "C", "O", "H", "H", "H", "H", "H", "H", "H", "H", "H", "H", "H", "H", "H", "H"], "coordinates": [[-1.98, -1.16, -3.15], [-0.57, -0.72, -3.29], [-0.11, -0.26, -2.09], [-0.41, -0.83, -0.73], [0.13, -0.25, 0.57], [-0.36, 1.15, 0.98], [2.26, 0.74, 3.35], [0.93, 0.79, 3.64], [-2.14, -1.69, -2.23], [-2.23, -1.80, -4.00], [-2.66, -0.31, -2.98], [0.65, 0.53, -2.24], [2.56, -0.27, 2.98], [-1.14, -0.02, -1.36], [-0.22, -1.87, -0.93], [1.25, -0.34, 0.59], [0.10, -0.87, 1.51], [-0.40, 1.40, 2.03], [0.26, 1.87, 0.47], [-1.33, 1.23, 0.46], [2.99, 1.32, 4.02], [2.42, 1.35, 2.42]], "lumo_energy_ev": 3.14, "total_charge": -1}

---

Computed energies relative to the best structure, in eV: A 0.000; B 0.381; C 4.984; D 1.916

---

A | {"formula": "C6H14NO", "method": "ωB97M-V/def2-TZVPD", "elements": ["C", "C", "N", "C", "C", "C", "C", "O", "H", "H", "H", "H", "H", "H", "H", "H", "H", "H", "H", "H", "H", "H"], "coordinates": [[1.33, -2.11, -0.67], [-0.04, -1.53, -0.17], [0.04, -0.09, -0.02], [-0.96, 0.39, 0.96], [-0.33, 0.46, 2.34], [-0.11, 0.60, -1.29], [0.00, 2.14, -1.18], [-1.20, 2.73, -1.15], [1.74, -2.79, 0.08], [1.23, -2.69, -1.59], [2.04, -1.30, -0.70], [-0.33, -1.98, 0.77], [-0.73, -1.83, -0.97], [-1.25, 1.39, 0.62], [-1.86, -0.23, 0.99], [0.18, -0.47, 2.62], [-1.03, 0.73, 3.14], [0.44, 1.24, 2.37], [-1.11, 0.40, -1.72], [0.56, 0.15, -2.03], [0.73, 2.34, -0.34], [0.65, 2.45, -2.06]], "lumo_energy_ev": 3.80, "total_charge": -1}

---

B | {"formula": "C6H14NO", "method": "ωB97M-V/def2-TZVPD", "elements": ["C", "O", "C", "N", "H", "H", "H", "H", "H", "H", "C", "C", "C", "C", "H", "H", "H", "H", "H", "H", "H", "H"], "coordinates": [[1.83, 0.45, 1.56], [0.61, 0.96, 1.10], [1.72, -1.08, 2.03], [1.40, -1.99, 0.93], [2.51, 0.43, 0.68], [2.39, 1.02, 2.38], [2.69, -1.32, 2.49], [0.95, -1.19, 2.80], [1.93, -1.69, 0.10], [1.72, -2.95, 1.17], [-1.71, -0.28, -0.20], [-1.59, 0.59, -1.41], [-2.63, 0.68, -2.30], [-0.39, 1.49, -1.59], [-1.10, -1.23, -0.34], [-2.77, -0.58, -0.02], [-1.22, 0.24, 0.73], [-2.58, 1.40, -3.14], [-3.48, 0.06, -2.17], [0.34, 0.88, -2.12], [0.02, 1.74, -0.54], [-0.66, 2.37, -2.15]], "lumo_energy_ev": 4.09, "total_charge": -1}

---

Computed energies relative to the best structure, in eV: A 0.000; B 0.440

---

A | {"formula": "C3H3NO", "method": "ωB97M-V/def2-TZVPD", "elements": ["C", "C", "C", "N", "O", "H", "H", "H"], "coordinates": [[-1.30, 2.58, -0.58], [-0.77, 1.55, -0.23], [0.24, 0.47, -0.01], [-0.16, -0.42, 0.96], [0.45, -1.00, 1.84], [0.40, -0.08, -1.00], [1.35, 0.83, -0.04], [-1.26, -0.56, 0.95]], "lumo_energy_ev": [-3.40, -3.40], "total_charge": 0}

---

B | {"formula": "C3H3NO", "method": "ωB97M-V/def2-TZVPD", "elements": ["O", "C", "C", "C", "N", "H", "H", "H"], "coordinates": [[-1.41, 0.55, -0.90], [-1.05, -0.61, -0.62], [1.55, -0.58, 1.07], [0.75, 0.25, 0.73], [-1.57, 1.74, -0.70], [-0.67, -1.15, -1.49], [2.21, -1.37, 1.36], [0.20, 1.17, 0.55]], "lumo_energy_ev": [-0.26, -1.06], "total_charge": 0}

---

C | {"formula": "C3H3NO", "method": "ωB97M-V/def2-TZVPD", "elements": ["N", "C", "C", "C", "O", "H", "H", "H"], "coordinates": [[0.79, 1.45, -1.87], [0.63, 0.55, -1.13], [0.29, -0.47, -0.15], [-0.75, 0.08, 0.87], [-1.26, 1.16, 0.81], [1.24, -0.73, 0.41], [0.00, -1.43, -0.59], [-0.94, -0.60, 1.65]], "lumo_energy_ev": 0.58, "total_charge": 0}

---

D | {"formula": "C3H3NO", "method": "ωB97M-V/def2-TZVPD", "elements": ["C", "C", "N", "O", "C", "H", "H", "H"], "coordinates": [[-0.68, -0.10, -0.04], [0.17, -0.60, 0.96], [1.33, -0.10, 0.76], [1.28, 0.55, -0.54], [0.03, 0.40, -1.15], [-1.88, 0.05, 0.18], [-0.04, -0.94, 1.97], [-0.22, 0.74, -2.14]], "lumo_energy_ev": 0.88, "total_charge": 0}

---

Computed energies relative to the best structure, in eV: A 7.652; B 9.018; C 0.000; D 2.170